No. 1
Entry from the OMol25 dataset: a cluster of 3 separate species, C20H39F5O3 in total at a distorted geometry (ωB97M-V with the def2-TZVPD basis set).

```
67
Properties=species:S:1:pos:R:3:lowdin_charge:R:1
C 5.4574 -3.4527 0.6223 -0.101
C 5.7347 -2.6093 -0.7609 -0.249
O 5.5239 -1.1794 -0.4669 -0.216
C 4.3180 -0.6500 -1.1295 -0.185
C 2.9450 -1.5212 -0.8227 -0.113
C 1.5818 -0.6255 -1.0045 -0.182
O 1.0029 -0.1104 0.2456 -0.085
C 2.0285 0.3615 1.1885 -0.133
O 2.6097 -0.3531 2.1585 -0.010
C 0.4338 -1.5829 -1.7080 -0.124
F 0.6907 -1.8638 -3.1534 0.012
F -0.8596 -0.8073 -1.6171 0.000
C 0.2104 -3.0295 -0.9705 -0.140
F 0.4928 -3.0466 0.4832 0.051
F -1.2576 -3.3576 -1.1080 0.017
F 0.9698 -4.1598 -1.5863 0.029
H 6.4697 -3.7193 1.1935 0.091
H 4.8931 -4.4656 0.3389 0.089
H 4.7507 -2.8204 1.3214 0.078
H 6.8948 -2.7338 -1.0031 0.131
H 5.1553 -3.0042 -1.7024 0.125
H 4.4819 -0.4474 -2.2945 0.148
H 4.1169 0.4319 -0.6679 0.131
H 2.9901 -2.0766 0.2315 0.131
H 2.8953 -2.3978 -1.6289 0.129
H 1.8598 0.2423 -1.7756 0.189
H 2.3328 1.5069 1.1213 0.177
C -2.9663 -1.0379 -4.5774 -0.108
C -2.6937 0.0456 -5.6097 -0.270
C -2.0846 1.3133 -5.0065 -0.228
C -2.9690 2.0430 -3.9879 -0.229
C -4.3447 2.4713 -4.5048 -0.274
C -4.2695 3.4687 -5.6506 -0.118
H -3.6945 -0.7109 -3.8302 0.070
H -3.3707 -1.9305 -5.0669 0.073
H -2.0445 -1.3241 -4.0610 0.056
H -3.6164 0.2815 -6.1490 0.098
H -1.9959 -0.3530 -6.3558 0.105
H -1.8243 1.9994 -5.8204 0.100
H -1.1365 1.0549 -4.5181 0.104
H -2.4289 2.9314 -3.6363 0.109
H -3.1079 1.4081 -3.1050 0.099
H -4.8991 2.9311 -3.6780 0.105
H -4.9269 1.5979 -4.8157 0.099
H -3.7333 4.3732 -5.3451 0.075
H -5.2786 3.7632 -5.9598 0.070
H -3.7657 3.0455 -6.5234 0.065
C -1.0128 1.9568 7.8639 -0.117
C 0.0838 1.3595 6.9953 -0.274
C 0.0820 1.9021 5.5644 -0.229
C -1.1835 1.6004 4.7522 -0.228
C -1.5334 0.1166 4.6140 -0.269
C -0.4700 -0.6829 3.8769 -0.110
H -2.0084 1.7181 7.4800 0.066
H -0.9452 1.5582 8.8820 0.070
H -0.9149 3.0457 7.9202 0.075
H -0.0012 0.2683 6.9928 0.099
H 1.0535 1.5903 7.4523 0.105
H 0.9566 1.5047 5.0371 0.098
H 0.2205 2.9902 5.5963 0.109
H -1.0612 2.0316 3.7503 0.107
H -2.0372 2.1220 5.2004 0.100
H -2.4777 0.0318 4.0631 0.106
H -1.7117 -0.3289 5.5980 0.099
H -0.3113 -0.2840 2.8696 0.059
H -0.7848 -1.7279 3.7800 0.076
H 0.4852 -0.6724 4.4081 0.068
```

Results
total energy: -1510.2576 a.u.
charge: 0
SMILES string: CCOCC[C@H](OC=O)C(F)(F)C(F)(F)F.CCCCCC.CCCCCC
frontier orbital gap: 0.361 Eh

---

No. 2
Entry from the OMol25 dataset: a cluster of 2 separate species, C2H5F2N in total at a distorted geometry (ωB97M-V with the def2-TZVPD basis set).

```
10
Properties=species:S:1:pos:R:3:lowdin_charge:R:1
C 1.4657 0.5106 -0.7154 -0.230
C -1.8036 -0.6003 0.5829 -0.190
N 1.2134 -0.5562 0.1260 0.033
F -1.9983 -1.0640 -0.5999 0.088
F -2.2994 0.7183 0.6582 -0.024
H 0.5830 0.7534 -1.2712 0.076
H 1.5069 1.4221 -0.0647 0.088
H 2.3951 0.3621 -1.1623 0.051
H -1.8948 -1.2747 1.4839 0.133
H 0.8318 -0.2711 0.9627 -0.025
```

Results
total energy: -333.5112 a.u.
charge: 0
energy relative to the best compared isomer or geometry (same formula, charge and spin): 500.5 kJ/mol
frontier orbital gap (alpha / beta): 0.372 / 0.328 Eh

---

No. 3
Entry from the OMol25 dataset: a structure of composition C11H21AuClN5O5P at a distorted geometry (ωB97M-V with the def2-TZVPD basis set).

```
45
Properties=species:S:1:pos:R:3:lowdin_charge:R:1
Au -0.8171 2.0869 1.0087 0.732
N 0.0511 -0.9053 0.2869 0.090
C -0.5066 -1.7697 0.8283 -0.217
N -1.1294 -2.7396 1.4337 -0.075
C -0.4717 -4.0345 1.6783 -0.095
C -0.2794 -4.1977 3.1753 -0.187
O -1.5147 -4.0784 3.8485 -0.115
C -2.0905 -2.7949 3.6661 -0.171
C -2.3736 -2.5271 2.2006 -0.084
H 0.4711 -4.0734 1.1355 0.132
H -1.1365 -4.8126 1.2982 0.135
H 0.4253 -3.4403 3.5453 0.132
H 0.1170 -5.1860 3.4031 0.134
H -1.4231 -2.0221 4.0684 0.135
H -3.0206 -2.7806 4.2314 0.138
H -2.7283 -1.5126 2.0413 0.097
H -3.1122 -3.2337 1.8173 0.138
O -2.0851 2.8502 2.5061 -0.537
Cl -3.4034 2.0609 2.3853 0.671
O -3.0187 0.6790 2.2162 -0.403
O -4.1215 2.2735 3.5876 -0.266
O -4.0813 2.5490 1.2287 -0.317
C 3.0799 2.3208 -2.3148 -0.107
N 1.7372 2.9714 -2.6543 -0.073
C 1.0491 2.1282 -3.7315 -0.106
N 0.8984 0.7906 -3.2859 -0.142
C 2.1975 0.2143 -2.9421 -0.138
N 2.8846 0.9781 -1.9009 -0.143
C 2.2587 0.8250 -0.5853 -0.272
P 0.4934 1.3553 -0.6483 0.798
C 0.8747 3.0346 -1.4251 -0.257
C -0.0988 0.6076 -2.2288 -0.268
H 3.5369 2.9249 -1.5322 0.148
H 3.6829 2.3637 -3.2225 0.148
H 1.8994 3.9124 -3.0168 0.185
H 1.6884 2.1744 -4.6140 0.148
H 0.0890 2.5990 -3.9380 0.148
H 2.8229 0.1980 -3.8360 0.142
H 2.0517 -0.8073 -2.5964 0.145
H 2.7869 1.4219 0.1602 0.107
H 2.3179 -0.2178 -0.2862 0.082
H 1.3841 3.6616 -0.6928 0.097
H -0.0609 3.5233 -1.6982 0.097
H -1.0407 1.0831 -2.5089 0.109
H -0.2839 -0.4538 -2.0918 0.084
```

Results
total energy: -2018.4309 a.u.
charge: +1
energy relative to the best compared isomer or geometry (same formula, charge and spin): 52.8 kJ/mol
frontier orbital gap: 0.323 Eh

---

- Which of these has the highest total energy?
  C2H5F2N